{"formula": "C17H39NdO2P3", "method": "ωB97M-V with the def2-TZVPD basis set", "elements": ["Nd", "P", "P", "P", "H", "C", "C", "H", "C", "C", "C", "C", "C", "C", "C", "C", "C", "H", "H", "H", "H", "H", "H", "H", "H", "H", "H", "H", "H", "H", "H", "H", "H", "H", "H", "H", "H", "H", "H", "H", "H", "H", "H", "H", "H", "H", "C", "C", "C", "C", "C", "C", "O", "H", "H", "H", "H", "H", "H", "O", "H", "H"], "positions_angstrom": [[0.04726, 0.20353, -1.01591], [0.55390, -2.72491, -1.75212], [2.67427, -0.11423, 0.35574], [-2.94987, 0.44433, -1.15166], [1.78185, 2.80390, -1.47552], [0.70624, 2.67784, -1.30205], [0.14988, 2.61346, -0.02210], [0.77358, 2.67667, 0.88111], [1.34610, -2.33168, -3.35396], [1.66648, -4.10885, -1.25493], [-0.92794, -3.60913, -2.38746], [3.33214, 1.32174, 1.28244], [3.09173, -1.45745, 1.52546], [3.93441, -0.35008, -0.94227], [-3.65157, 2.11750, -0.90679], [-4.35308, -0.73378, -0.93870], [-2.99225, 0.46191, -2.97089], [0.08942, 2.84325, -2.20030], [-0.92203, 2.79995, 0.16174], [1.25854, -3.26169, -3.92432], [2.41457, -2.08890, -3.19019], [0.89267, -1.49929, -3.93574], [1.66787, -4.92603, -1.98900], [1.35782, -4.52034, -0.28267], [2.69534, -3.73594, -1.15297], [-0.64645, -4.50590, -2.95492], [-1.49567, -2.93522, -3.04394], [-1.57748, -3.90365, -1.55043], [4.40694, 1.47307, 1.07997], [3.18875, 1.13062, 2.35711], [2.78427, 2.23128, 0.99798], [4.18618, -1.57453, 1.60242], [2.65598, -2.41088, 1.18764], [2.70129, -1.20964, 2.52764], [4.90629, -0.40566, -0.42760], [3.92230, 0.50767, -1.62802], [3.74868, -1.27738, -1.50457], [-4.30211, 2.39929, -1.74623], [-2.82885, 2.83314, -0.84105], [-4.22132, 2.13548, 0.02676], [-5.16588, -0.52809, -1.66039], [-4.74088, -0.66505, 0.08826], [-3.98250, -1.75782, -1.11542], [-4.02198, 0.65625, -3.30227], [-2.64309, -0.50064, -3.35889], [-2.32358, 1.24892, -3.32967], [-0.73486, 1.20368, -5.57615], [-0.03304, 0.49271, -6.57128], [-0.06113, 0.96993, -7.89053], [-0.85131, 2.06553, -8.22645], [-1.64967, 2.69174, -7.26493], [-1.63982, 2.21730, -5.92591], [-0.46702, 0.95013, -4.20944], [-0.05420, 0.04785, -4.14931], [0.55959, -0.37224, -6.28845], [0.53675, 0.46790, -8.65135], [-0.86522, 2.42997, -9.26423], [-2.29514, 3.54928, -7.54935], [-2.31361, 2.66490, -5.17741], [-0.38974, -0.38016, 1.40682], [0.20652, -0.97520, 1.89816], [-1.00964, -0.00678, 2.06606]], "atomic_forces_ev_per_a": [[-0.988, -2.661, 0.063], [0.090, -0.838, -0.673], [1.029, -0.090, 0.316], [-1.427, 0.020, -0.891], [-0.172, -0.393, 0.282], [-0.915, 1.738, 2.512], [1.408, 2.284, -1.930], [-0.134, -0.317, -0.472], [0.490, 0.490, -0.114], [0.101, 0.258, 0.749], [-0.414, 0.290, 0.497], [-0.224, 0.372, -0.022], [-0.472, -0.413, 0.090], [-0.115, -0.016, -0.129], [0.057, -0.079, 0.505], [0.210, -0.245, 0.721], [0.499, 0.093, -0.200], [-0.047, -0.345, 0.273], [0.302, -0.562, -0.334], [0.197, 0.313, -0.288], [-0.509, -0.167, -0.258], [0.189, -0.627, 0.264], [-0.183, 0.367, 0.021], [0.073, 0.089, -0.292], [-0.244, -0.092, -0.007], [0.061, 0.267, 0.144], [0.061, -0.193, 0.099], [0.145, -0.002, -0.289], [-0.463, -0.126, 0.099], [0.049, 0.234, -0.348], [0.425, -0.121, 0.223], [-0.413, 0.142, -0.058], [0.219, 0.217, 0.208], [0.140, -0.186, -0.348], [-0.217, -0.005, -0.387], [0.181, -0.239, 0.057], [0.194, 0.293, 0.154], [0.160, -0.185, 0.280], [-0.228, 0.164, -0.016], [0.075, 0.206, -0.096], [0.508, 0.129, 0.359], [0.026, -0.183, -0.335], [-0.203, 0.354, 0.121], [0.309, -0.139, 0.107], [-0.140, 0.138, -0.234], [-0.434, -0.248, -0.125], [-0.107, 0.222, -1.593], [-0.268, 1.051, 0.376], [-0.178, -0.463, 0.471], [-0.185, 0.421, -0.197], [-0.212, -0.368, 0.490], [0.375, 0.269, -0.124], [0.889, -1.535, 0.864], [-0.565, 1.187, -0.755], [0.177, 0.087, -0.125], [-0.226, 0.108, 0.200], [0.052, -0.187, 0.615], [0.480, -0.810, 0.310], [0.583, -0.089, -0.372], [-0.007, 0.211, 0.014], [-0.267, 0.212, -0.114], [0.206, -0.301, -0.356]], "lowdin_spin": [3.051, -0.009, -0.009, -0.009, 0.000, -0.007, 0.001, 0.000, 0.000, -0.002, -0.001, -0.002, -0.001, -0.001, -0.001, -0.002, -0.001, 0.000, 0.001, 0.000, 0.000, 0.000, 0.000, 0.000, 0.000, 0.000, 0.000, 0.000, 0.000, 0.000, 0.000, 0.000, 0.000, 0.000, 0.000, 0.000, 0.000, 0.000, 0.000, 0.000, 0.000, 0.000, 0.000, 0.000, 0.000, 0.000, 0.000, 0.000, 0.000, 0.000, 0.000, 0.000, -0.001, 0.000, 0.000, 0.000, 0.000, 0.000, 0.000, -0.003, 0.000, 0.000], "lumo_ev": [-11.449, -11.342], "multiplicity": 4, "de_lowest_kcal_mol": 0.0, "total_charge": 3, "total_energy_ha": -2406.09729}

***

{"formula": "C30H24BLiN3O3PSe2", "method": "ωB97M-V with the def2-TZVPD basis set", "elements": ["Li", "O", "C", "N", "C", "C", "C", "C", "C", "C", "N", "C", "C", "C", "C", "C", "N", "H", "H", "H", "H", "H", "H", "H", "H", "H", "H", "Se", "P", "Se", "C", "C", "C", "C", "C", "C", "C", "C", "C", "C", "C", "C", "H", "H", "H", "H", "H", "H", "H", "H", "H", "H", "O", "B", "O", "C", "C", "C", "C", "C", "C", "H", "H", "H", "H"], "positions_angstrom": [[-0.34326, -1.82812, 0.42179], [1.80306, -3.39433, 3.43856], [1.13918, -2.62286, 2.69949], [1.32353, -2.31469, 1.43924], [2.46512, -2.88533, 0.80528], [2.35933, -2.80909, -0.69305], [3.43397, -3.18819, -1.50558], [3.28235, -3.16681, -2.87737], [2.07470, -2.73437, -3.41531], [1.07788, -2.34763, -2.53628], [1.21138, -2.39763, -1.21659], [-0.02181, -1.85808, 3.29807], [-0.13674, -1.75429, 4.68332], [-1.15525, -0.98667, 5.21640], [-2.03188, -0.34007, 4.35395], [-1.85351, -0.51988, 2.99078], [-0.88508, -1.26322, 2.47613], [2.61560, -3.93865, 1.09774], [3.39062, -2.36631, 1.10720], [4.36761, -3.49327, -1.04728], [4.09521, -3.47359, -3.52673], [1.91810, -2.69147, -4.48554], [0.12035, -1.98131, -2.89436], [0.58121, -2.27704, 5.29969], [-1.26853, -0.88480, 6.29051], [-2.82776, 0.29283, 4.72587], [-2.51217, -0.04535, 2.26919], [1.79047, 1.61222, 2.34524], [1.35508, 2.33172, 0.38632], [0.39434, 1.18077, -1.16136], [0.26017, 3.82252, 0.54596], [-0.39165, 4.05567, 1.75217], [-1.43564, 4.96881, 1.83386], [-1.83823, 5.67037, 0.70849], [-1.16775, 5.47464, -0.49209], [-0.13556, 4.55481, -0.57303], [2.94064, 2.90280, -0.38831], [4.15062, 2.64137, 0.24558], [5.35838, 2.88153, -0.39708], [5.37341, 3.39928, -1.68308], [4.17086, 3.66666, -2.32412], [2.96774, 3.40526, -1.68869], [-0.08873, 3.49551, 2.62740], [-1.94970, 5.11040, 2.77772], [-2.68277, 6.34862, 0.75853], [-1.47467, 6.01961, -1.37777], [0.34225, 4.37110, -1.52533], [4.13557, 2.23176, 1.24726], [6.29003, 2.64784, 0.10543], [6.31503, 3.57581, -2.19121], [4.17138, 4.05761, -3.33552], [2.03763, 3.55127, -2.22085], [-3.36215, -1.44551, -0.72849], [-2.29038, -2.40333, -0.55473], [-2.81841, -3.61863, -1.16326], [-4.06008, -3.37344, -1.63074], [-4.94795, -4.21491, -2.26997], [-6.18597, -3.68998, -2.65196], [-6.51097, -2.36598, -2.39741], [-5.61279, -1.51610, -1.74615], [-4.39231, -2.03658, -1.36654], [-4.69138, -5.24805, -2.47056], [-6.90228, -4.33057, -3.15454], [-7.47687, -1.98397, -2.70862], [-5.86058, -0.48067, -1.54769]], "atomic_forces_ev_per_a": [[0.347, 0.194, -0.016], [-0.075, 0.161, 0.053], [0.386, -0.099, -0.194], [-0.221, -0.075, 0.011], [0.087, -0.129, 0.264], [0.056, -0.048, -0.161], [-0.044, 0.000, -0.014], [0.008, 0.047, 0.019], [0.021, -0.006, 0.020], [0.003, -0.018, -0.136], [-0.074, 0.010, 0.168], [-0.132, 0.034, 0.362], [-0.028, -0.060, 0.016], [-0.060, 0.052, -0.065], [0.058, -0.030, 0.044], [-0.131, 0.062, -0.052], [0.195, 0.002, -0.091], [0.040, 0.029, -0.060], [-0.011, -0.043, -0.001], [-0.012, -0.033, 0.001], [0.009, 0.016, 0.009], [-0.021, 0.020, 0.009], [0.008, -0.028, 0.010], [0.025, -0.019, -0.046], [0.032, 0.014, -0.001], [-0.014, -0.013, -0.023], [-0.013, -0.027, 0.027], [-0.043, -0.177, 0.059], [-0.034, 0.216, -0.316], [0.031, -0.098, 0.262], [-0.128, -0.127, 0.086], [0.060, 0.125, 0.031], [-0.026, 0.047, -0.055], [-0.024, 0.011, 0.069], [0.030, 0.062, -0.051], [0.089, 0.025, 0.013], [0.057, -0.142, 0.042], [0.029, 0.151, 0.038], [0.021, 0.055, -0.076], [0.054, -0.021, 0.039], [-0.013, 0.074, -0.040], [-0.016, 0.067, 0.026], [0.017, -0.072, -0.034], [-0.002, -0.001, -0.004], [0.040, 0.040, 0.006], [0.014, -0.014, -0.006], [-0.115, -0.022, -0.003], [-0.052, -0.031, 0.001], [-0.005, 0.008, 0.011], [-0.009, 0.009, -0.001], [-0.013, -0.009, 0.003], [0.049, -0.081, -0.038], [-0.293, 0.189, -0.047], [-0.019, -0.107, -0.067], [-0.111, -0.173, -0.101], [-0.159, 0.278, 0.035], [0.130, -0.043, 0.026], [-0.061, -0.013, -0.029], [-0.064, -0.034, -0.033], [0.100, 0.093, 0.061], [-0.046, -0.321, -0.103], [0.030, 0.009, 0.020], [0.007, 0.012, -0.002], [0.009, 0.003, 0.009], [0.026, -0.004, 0.019]], "lowdin_charge": [0.399, -0.071, -0.551, -0.028, -0.207, -0.254, -0.043, -0.102, -0.088, -0.155, 0.082, -0.206, -0.021, -0.093, -0.088, -0.138, 0.080, 0.120, 0.128, 0.104, 0.090, 0.087, 0.104, 0.103, 0.090, 0.086, 0.112, 0.216, 0.037, 0.196, -0.392, -0.134, -0.104, -0.121, -0.107, -0.125, -0.388, -0.132, -0.105, -0.123, -0.107, -0.131, 0.024, 0.091, 0.086, 0.091, 0.068, 0.020, 0.091, 0.086, 0.090, 0.060, 0.037, -0.328, 0.035, -0.262, -0.025, -0.141, -0.139, -0.019, -0.257, 0.103, 0.080, 0.081, 0.107], "lumo_ev": 4.532, "de_lowest_kcal_mol": 24.4, "total_charge": -2, "total_energy_ha": -6724.41138}

***

{"formula": "C14H42AlO22S2Y", "method": "ωB97M-V with the def2-TZVPD basis set", "elements": ["Y", "Al", "S", "O", "O", "O", "O", "S", "O", "O", "O", "O", "C", "C", "O", "O", "H", "H", "H", "H", "H", "H", "C", "C", "O", "O", "H", "H", "H", "H", "H", "H", "C", "C", "O", "O", "H", "H", "H", "H", "H", "H", "C", "C", "O", "O", "H", "H", "H", "H", "H", "H", "C", "C", "O", "O", "H", "H", "H", "H", "H", "H", "C", "C", "O", "O", "H", "H", "H", "H", "H", "H", "C", "C", "O", "O", "H", "H", "H", "H", "H", "H"], "positions_angstrom": [[6.08394, -1.56273, -26.47528], [10.95295, 0.92610, -28.00458], [9.36853, -0.88522, -24.73939], [8.08265, -1.26224, -25.39205], [10.36739, -0.69194, -25.77254], [9.17443, 0.40357, -24.01836], [9.91054, -1.89436, -23.85823], [7.07042, 1.82584, -27.30376], [6.81674, 1.46845, -28.70607], [6.10361, 2.78667, -26.80019], [6.69595, 0.63861, -26.58268], [8.46299, 2.14939, -27.11758], [14.90669, -0.65061, -24.51798], [13.59719, 0.02412, -24.81982], [13.46717, 0.52349, -26.08215], [15.88870, 0.36747, -24.82444], [15.12735, -1.48753, -25.18052], [14.98525, -1.01934, -23.49526], [13.42979, 0.91314, -24.21177], [12.76842, -0.63370, -24.55807], [14.35261, 0.84604, -26.26533], [16.73420, -0.08720, -24.82945], [5.31771, -4.37291, -27.76310], [6.56712, -4.68062, -26.78973], [7.36586, -3.55924, -26.76672], [4.53370, -3.24586, -27.26286], [4.70733, -5.27014, -27.86570], [5.68284, -4.13045, -28.76111], [7.15288, -5.53992, -27.11620], [6.04976, -4.87672, -25.85058], [8.25888, -3.81318, -26.52254], [3.68013, -3.22996, -27.70189], [10.36450, -0.88131, -20.55228], [11.52720, -0.19972, -21.24723], [11.95066, 1.03320, -20.70254], [10.24997, -2.05023, -21.20943], [9.47711, -0.24839, -20.55957], [10.56419, -0.97613, -19.48493], [11.23612, -0.04265, -22.28584], [12.35765, -0.90182, -21.17298], [12.78913, 1.21936, -21.13142], [10.10339, -1.91916, -22.14908], [7.32817, -3.48619, -22.38859], [7.84374, -4.09713, -21.08663], [9.13131, -4.71192, -21.39437], [6.19726, -4.37061, -22.82974], [8.12816, -3.23518, -23.08509], [6.76348, -2.56747, -22.22986], [6.98789, -4.72652, -20.84275], [7.85560, -3.24894, -20.40213], [9.75941, -3.99249, -21.49196], [5.80517, -3.87879, -23.55499], [5.82995, 1.57336, -21.08368], [6.99354, 1.15672, -22.02694], [6.96595, 1.51218, -23.39083], [4.67225, 1.27374, -21.90897], [5.63296, 2.64312, -21.01367], [5.78024, 1.14273, -20.08358], [7.13743, 0.09705, -21.81602], [7.84899, 1.64170, -21.55672], [7.73581, 1.03588, -23.71029], [4.58624, 0.32153, -21.99552], [12.00052, -4.35917, -24.74528], [10.84225, -4.05783, -25.72317], [9.62583, -4.06341, -25.05673], [12.22486, -3.31920, -23.74629], [12.96867, -4.38766, -25.24526], [11.78464, -5.31438, -24.26665], [10.75714, -4.62164, -26.65214], [10.95913, -3.02883, -26.06317], [9.68008, -3.26074, -24.53291], [11.72360, -2.52273, -23.93599], [10.76350, 3.17799, -24.42150], [10.12515, 4.34141, -25.09826], [8.77743, 4.01198, -25.40935], [10.87815, 1.96969, -25.07391], [10.32628, 3.03504, -23.43332], [11.73133, 3.63092, -24.20641], [10.71849, 4.66672, -25.95278], [10.00550, 5.21343, -24.45532], [8.78350, 3.39179, -26.14210], [10.26858, 1.36865, -24.63942]], "atomic_forces_ev_per_a": [[3.221, 1.613, 0.853], [0.316, -0.252, 0.890], [2.078, 3.609, -0.793], [-2.710, -1.569, -0.313], [-0.050, 0.297, -1.517], [-0.033, -1.487, -0.172], [-1.101, -0.784, 1.646], [0.141, 0.340, -1.586], [-0.483, 1.115, -0.609], [-0.346, 1.737, -0.837], [-1.065, -5.358, 2.084], [0.676, 0.109, 0.215], [0.805, 0.754, -0.735], [-1.083, -0.336, 2.566], [-0.167, -0.117, -2.608], [-0.347, -0.537, 0.396], [-0.487, -0.249, -0.106], [-0.181, 0.243, 0.164], [0.484, -0.107, 1.077], [-0.090, -0.238, -0.389], [0.422, 0.355, -0.566], [0.353, 0.283, -0.093], [1.945, -1.430, -0.167], [-3.642, -0.977, -1.488], [-0.827, 2.415, -0.278], [1.422, 0.597, 0.739], [-0.166, 0.153, 0.328], [0.019, 0.159, -0.038], [-0.456, -0.145, -0.085], [0.601, -0.203, 0.548], [1.383, 0.283, 1.090], [-0.526, 0.031, -0.128], [0.820, 3.078, 1.532], [0.842, 0.560, 0.123], [-0.635, -0.045, 0.079], [-1.328, -3.560, -0.092], [-0.427, 0.079, -0.496], [0.228, -0.670, -0.058], [0.017, -0.204, -0.360], [0.027, -0.252, -0.325], [0.206, 0.238, 0.233], [0.157, 0.491, -0.670], [-2.397, 0.096, -1.257], [0.281, 0.024, -0.554], [-3.381, -0.314, 0.901], [2.330, 0.681, -0.116], [-0.203, -0.686, -0.352], [0.652, 0.415, 0.866], [1.002, -1.112, 0.446], [1.100, -0.020, 0.336], [1.311, 1.350, 0.285], [-0.365, -0.208, -0.056], [-1.598, 0.617, -3.375], [0.806, 1.155, 2.810], [-1.507, -0.206, 0.738], [-0.634, -0.525, 0.700], [0.992, 0.164, 0.315], [0.435, -0.339, -0.178], [-0.027, -0.605, -0.565], [0.630, -0.047, -0.003], [0.339, 0.140, -0.457], [-0.131, -0.145, 0.147], [0.284, 0.637, -0.509], [1.724, 1.142, -0.241], [-2.056, -1.430, -0.354], [-0.541, -0.989, -0.026], [-0.223, -0.535, -0.445], [0.202, 0.112, 0.294], [0.464, -0.694, 0.387], [0.559, 0.239, -0.297], [-0.288, 0.184, 0.572], [-0.038, -0.076, -0.287], [1.267, -2.702, 2.563], [-3.363, 2.775, -1.838], [2.036, 1.311, 1.508], [1.081, 2.567, -0.975], [-0.492, -0.016, -0.078], [0.617, 0.024, -0.334], [-0.112, -0.480, -0.483], [0.556, -0.347, 0.532], [-0.340, -1.033, -1.185], [-0.983, -1.144, 0.506]], "lowdin_spin": [0.000, 0.001, 0.000, 0.000, 0.000, 0.001, 0.001, -0.029, 0.443, 0.489, 0.058, 0.043, 0.000, 0.000, 0.000, 0.000, 0.000, 0.000, 0.000, 0.000, 0.000, 0.000, 0.000, 0.000, 0.000, 0.000, 0.000, 0.000, 0.000, 0.000, 0.000, 0.000, -0.019, -0.010, -0.004, -0.094, -0.009, 0.000, 0.000, 0.000, 0.000, 0.000, -0.080, -0.084, -0.623, -0.010, 0.002, -0.006, -0.002, -0.025, -0.006, -0.003, 0.000, -0.001, 0.002, -0.001, 0.000, 0.000, 0.000, 0.000, 0.000, 0.000, -0.002, 0.000, -0.004, -0.016, -0.001, 0.000, 0.000, 0.000, 0.000, 0.000, 0.149, 0.113, 0.473, 0.181, 0.001, 0.039, 0.018, 0.004, 0.009, 0.003], "lumo_ev": [-13.136, -12.141], "multiplicity": 2, "total_charge": 3, "total_energy_ha": -3289.71199}